# 1
This record from the Open Molecules 2025 dataset describes C39H75Br9Hg2N4O4 as an isolated structure in a non-equilibrium geometry. The level of theory is ωB97M-V/def2-TZVPD.

CARTESIAN COORDINATES (ANGSTROEM)
1 H 2.08023 3.70429 -7.63718
2 C 7.82160 2.25521 2.52710
3 H 1.37764 -0.01028 4.32688
4 H 0.04524 0.06762 5.60850
5 H 8.56975 5.99251 1.22950
6 H 0.61275 -5.16695 1.66845
7 H -5.32589 -0.14957 -2.91708
8 H 2.08540 1.28793 -6.20704
9 C -6.37209 -1.91940 -6.35552
10 Hg 2.65551 2.95120 -0.79464
11 N 0.10304 -1.85088 2.70453
12 Br -7.52070 -11.84770 4.31851
13 H 6.17489 1.42929 0.85230
14 H 9.01559 3.64866 3.54595
15 C 7.69943 2.90885 1.08249
16 H 1.87450 -4.46808 3.85607
17 H 7.94886 2.60896 4.52160
18 H -0.36040 6.94503 -3.26627
19 H 0.37921 6.89273 -5.81025
20 H -7.07964 0.02830 -2.70888
21 C 0.97379 6.02101 -5.53699
22 H 8.19992 6.91337 2.70010
23 H -0.65120 0.71200 2.27650
24 H -5.62509 -0.33586 -5.16982
25 H -0.20866 -4.88094 4.04274
26 C 1.79312 -3.41889 3.57201
27 C 5.61909 5.95182 2.27196
28 Br -3.55027 -7.30133 11.15543
29 H -1.65387 -4.43456 3.14028
30 C -0.03762 5.18583 -4.77045
31 Br -2.59744 -10.38791 11.69819
32 Br -0.70584 -0.90058 10.95151
33 C -2.55134 -8.55147 12.44683
34 H -0.90981 5.42952 -2.79496
35 H 9.61247 2.31861 0.46138
36 H 7.08893 1.47546 2.73518
37 H 5.98475 3.95422 3.94711
38 C -5.99780 -4.90359 -5.22987
39 C 0.53307 -0.49742 4.81424
40 C 6.83559 5.04712 2.24835
41 H -5.52240 -3.47234 -7.17741
42 C -0.49420 -0.95662 3.74623
43 Br -3.39487 -8.29799 14.27775
44 C -1.29795 -3.20993 4.78359
45 C -1.24152 0.26788 3.07799
46 H -0.48443 -3.95956 0.93570
47 H -5.80256 -10.19280 5.32992
48 H 0.88739 -1.35505 5.38608
49 C 8.02292 3.20313 3.61079
50 H -8.43100 -2.81312 -4.43605
51 H -3.31348 -4.86838 -5.80763
52 H 8.86110 3.70775 -0.46944
53 N 6.74961 3.99126 1.15705
54 Hg -2.23048 -1.37749 -1.22442
55 O 6.46495 4.59753 -0.18509
56 N -5.45288 -2.80595 -3.85808
57 H 9.10753 5.47083 2.71812
58 H 3.10214 3.99216 -6.37664
59 C -0.10914 5.88985 -3.37385
60 Br -4.36586 -11.09862 3.42767
61 C -0.10743 2.53896 -6.76617
62 C 9.06521 3.26034 0.50332
63 H -1.48035 -8.35704 12.38950
64 C -6.54558 -1.81853 -3.73019
65 C 1.01487 3.10065 -5.76771
66 C 7.05534 1.75283 0.29712
67 H 0.91092 5.53621 -7.75582
68 H -1.03293 2.37496 -6.21422
69 H 5.67179 6.59149 3.15295
70 H 0.76625 5.81145 -2.72914
71 H -6.13010 -0.99529 -1.65907
72 H 2.62357 -2.91665 3.07581
73 H 0.06998 1.49184 -7.01146
74 H 1.74389 6.36663 -4.84736
75 H 8.73183 1.65966 2.59719
76 C -5.21616 -2.85601 -6.33216
77 H -0.29821 2.98032 -7.74439
78 H -7.85265 -3.32929 -2.86949
79 C 0.40767 -3.26105 2.85488
80 H -7.25700 -2.52753 -6.54318
81 H -2.56237 -1.81985 3.68902
82 H 5.67532 6.76858 1.55235
83 H -1.41998 5.07290 -6.59912
84 H -2.06694 -1.37802 5.31414
85 Br -2.13080 1.72691 11.66373
86 O 0.79183 -1.21661 1.56875
87 H -2.28602 4.78676 -5.10131
88 H 9.56276 3.99770 1.13327
89 H -3.02313 -3.22591 -5.16845
90 O -0.31825 3.04076 -3.71682
91 C -2.41622 -0.28110 11.73218
92 O -5.24114 -3.53382 -2.57441
93 H 4.56237 5.70182 2.36655
94 C -1.41435 5.28182 -5.52934
95 H -2.63753 -0.55515 12.76370
96 H -2.19911 0.06366 2.59901
97 H 2.44321 6.11106 -7.07756
98 C 2.04041 4.06935 -6.61091
99 H -2.18896 -3.56975 5.29810
100 Br -4.01494 -0.82078 10.68504
101 C 8.22421 5.91626 2.26046
102 Br -6.47215 -8.75560 3.50037
103 C -0.78353 -4.03670 3.66212
104 C -1.72047 -1.82292 4.38133
105 C 6.95231 4.33421 3.61916
106 H -7.00290 -4.49549 -5.33620
107 C -3.61332 -4.13568 -5.05840
108 H 7.62336 0.82996 0.17978
109 C -6.07673 -10.49406 4.31889
110 H -5.95011 -5.50633 -4.32294
111 H -3.48302 -4.66745 -4.11588
112 H -8.63429 -1.78248 -2.99189
113 H -1.42191 1.11318 3.74209
114 H 1.27179 -3.85775 0.80261
115 C 0.45109 -4.10642 1.47546
116 C -5.15561 -3.71490 -5.05544
117 N 0.47030 3.82243 -4.60312
118 C -6.48097 -1.00922 -5.12320
119 H 1.49788 1.20031 -4.62176
120 H -7.41153 -0.47486 -5.31453
121 H 7.11983 5.11652 4.35946
122 H -5.82942 -5.39784 -6.18668
123 H 2.84691 2.24476 -4.93737
124 C -7.96161 -2.45992 -3.51789
125 C 1.58216 5.46676 -6.89983
126 H 6.92881 2.04313 -0.74586
127 H 1.64569 -3.08925 4.60046
128 C 1.88799 1.92013 -5.34133
129 H -0.44038 -3.09491 5.44650
130 C -6.25168 -0.68052 -2.69552
131 H -6.17300 -1.37257 -7.27717
132 H -4.24500 -2.43125 -6.58618
133 H -1.68396 6.33770 -5.55246

## Properties
LUMO energy: -3.7153 eV
HOMO energy: -5.289 eV
orbital gap: 1.57 eV

# 2
This record from the Open Molecules 2025 dataset describes C12H31FN3O8S2 as an isolated structure. The level of theory is ωB97M-V/def2-TZVPD.

CARTESIAN COORDINATES (ANGSTROEM)
1 N 3.45800 3.30248 -5.79878
2 H 0.61456 0.54464 -2.37465
3 O 4.38400 5.65242 -6.16599
4 S 3.35487 4.71123 -6.52885
5 H 0.70346 2.03402 3.43304
6 C 1.32036 1.14155 1.57536
7 H -1.16539 -5.53753 1.54151
8 H -3.21673 -2.36098 -0.90897
9 C 1.60434 1.96122 2.81461
10 H -3.76467 -6.31606 3.60809
11 C -2.54430 -2.63259 2.43233
12 H 2.23689 1.11442 0.97059
13 C -2.01590 -1.63537 1.42631
14 H 3.60308 4.32962 -7.80028
15 H -1.72294 -3.32144 2.67714
16 S 4.62664 3.03960 -4.77773
17 H -5.13902 -4.77136 2.32258
18 C -3.28053 -5.62537 2.91207
19 F 4.25268 1.51745 -4.47753
20 C -1.97886 -5.92951 0.92475
21 H -2.79897 -0.93137 1.13181
22 O 1.06681 2.47014 -2.02546
23 C 2.02373 3.29101 -1.37551
24 O 1.99112 5.17512 -6.54414
25 C -4.19601 -4.41750 2.74684
26 H -2.17962 -0.93072 -1.10412
27 H -4.42389 -4.02335 3.74312
28 N 0.17545 1.67295 0.85128
29 H -3.51654 -3.66557 0.99014
30 C 1.21221 4.30966 2.83748
31 H 1.71089 5.23977 2.57154
32 H 0.32814 2.65992 0.68231
33 H 2.41786 3.98748 -2.11111
34 H -0.23518 -0.05385 -0.22337
35 H -1.64596 -2.50176 -1.72930
36 O 5.94056 2.96655 -5.33942
37 H -2.26419 -5.16407 0.19797
38 H -1.03426 1.40669 -0.80647
39 O 4.47342 3.68602 -3.50853
40 H -2.31514 -5.34916 3.35344
41 O 2.07366 3.25579 2.46915
42 C 0.94839 1.15906 -1.53251
43 O -3.07324 -6.35287 1.71679
44 H 1.01883 4.30797 3.91627
45 H -2.81628 -2.10212 3.35003
46 H -1.20249 -1.06104 1.87864
47 C -2.17900 -2.00781 -0.91880
48 O -1.50150 -2.31332 0.28459
49 H 1.09613 0.11344 1.88070
50 N -3.72203 -3.31732 1.91825
51 H 0.25311 4.26138 2.31023
52 C -0.08792 1.01231 -0.42473
53 H -1.61541 -6.79853 0.37649
54 H 1.93049 0.77345 -1.23088
55 H 2.85727 2.69807 -0.98988
56 H 2.38418 1.46693 3.40234
57 H 1.57484 3.85819 -0.55073

## Properties
LUMO energy: 2.1701 eV
net charge: -1
HOMO energy: -6.049 eV
orbital gap: 8.22 eV

# 3
This record from the Open Molecules 2025 dataset describes C37H32AlAsBrN4O2 as an isolated structure in a non-equilibrium geometry. The level of theory is ωB97M-V/def2-TZVPD.

CARTESIAN COORDINATES (ANGSTROEM)
1 C -1.37995 2.75965 2.72986
2 C -4.34349 -4.00705 -5.63890
3 Al 0.52189 0.75549 1.48545
4 H -1.30780 -5.39666 -6.17404
5 C 0.68002 2.60198 3.76163
6 H 0.31292 6.11483 -2.77264
7 H 1.79597 3.63751 0.42276
8 C -3.60826 -1.95644 -1.89698
9 C 4.34175 0.59007 3.23379
10 Br -2.57760 -4.68647 3.89615
11 C -2.14427 -1.17444 -4.38819
12 C -0.82677 3.09320 -1.66967
13 H -2.63291 4.40727 3.26954
14 H -4.42622 -1.29179 -2.17548
15 C -0.33988 -0.87830 2.24000
16 C -3.40420 -4.96277 -6.00280
17 C -1.67396 -3.14804 3.22372
18 N 2.11492 1.12188 2.63387
19 C -0.67553 -2.56477 3.98298
20 C -1.69198 3.90236 3.44200
21 As -1.89171 -1.15065 -2.40268
22 H 2.94739 2.63105 5.51687
23 C 4.20891 1.33618 4.39818
24 C 5.37394 1.41388 5.41951
25 H -5.40098 -4.21902 -5.74539
26 O 6.30675 0.62839 5.17261
27 H 0.75399 -0.99385 4.09387
28 N -0.21681 2.12519 2.89234
29 H 5.39363 -0.40102 0.81549
30 H -1.63096 -1.13746 0.53212
31 H -3.72108 -5.92588 -6.38333
32 C 3.05845 -0.96363 -1.56874
33 H 5.28328 0.08418 3.06109
34 H -1.35011 -3.65349 -2.66346
35 H -2.80965 -3.11876 1.40926
36 O 5.12556 2.13561 6.40154
37 C 1.15051 4.96714 -1.14193
38 H 5.19368 -1.20043 -1.53868
39 H -0.69245 -2.98625 -1.14907
40 C 3.27762 0.51773 2.35872
41 H 2.93535 -1.26935 -2.59875
42 H -2.87027 -0.38412 -4.57909
43 C 3.27911 -0.12284 1.01380
44 C -2.58177 -2.47313 -4.98694
45 C -2.02750 -2.64146 1.98698
46 N 0.00238 1.68800 0.11980
47 H -3.62821 -2.08728 -0.81433
48 H -0.41097 -2.98021 4.94684
49 C -0.76716 4.39352 4.35196
50 H 1.92748 5.69641 -0.92979
51 C 4.31149 -0.92138 -0.97595
52 C 3.02252 2.01895 4.62726
53 H -4.67670 -2.03444 -4.86968
54 H -1.45333 4.42031 -3.22155
55 C 0.08431 2.79820 -0.59764
56 C -3.93477 -2.77713 -5.14097
57 H -0.59215 -3.21085 -5.29010
58 C -0.02669 -1.44004 3.48113
59 C 0.24911 5.21148 -2.17702
60 C 4.42962 -0.48815 0.33244
61 H -1.18837 -0.84960 -4.79824
62 H 0.14090 -2.68211 -2.67744
63 H 1.19543 4.10553 5.19796
64 C -0.73649 4.25160 -2.42148
65 C -2.05243 -4.66707 -5.87777
66 C 1.08018 3.81275 -0.37754
67 C -0.84027 -2.80060 -2.21452
68 C 0.43782 3.73579 4.51953
69 C 1.95823 -0.58226 -0.82337
70 H 0.95497 -0.54393 -1.23133
71 C -1.64947 -3.43656 -5.37762
72 C -1.35584 -1.51695 1.51266
73 N 2.07130 -0.18796 0.44554
74 H -1.59888 2.35987 -1.87366
75 H -3.75193 -2.92516 -2.37810
76 H -2.04296 2.33618 1.98511
77 C 1.98911 1.89137 3.72030
78 H -0.97773 5.29626 4.91021

## Properties
LUMO energy: 1.4799 eV
net charge: -1
HOMO energy: -3.291 eV
orbital gap: 4.77 eV

# 4
This record from the Open Molecules 2025 dataset describes C3H4Cl2S as an isolated structure in a non-equilibrium geometry. The level of theory is ωB97M-V/def2-TZVPD.

CARTESIAN COORDINATES (ANGSTROEM)
1 Cl 2.36273 1.47869 -0.56200
2 H -0.77766 -0.92314 1.40272
3 H -0.12159 1.03105 -1.18451
4 C -1.21576 -0.19321 0.77139
5 H -1.32327 0.78396 1.14186
6 Cl -2.79319 -0.38308 0.05080
7 S 2.12386 -1.17782 0.66802
8 C 1.48718 0.07056 -0.17042
9 C 0.13168 0.06188 -0.67389
10 H 0.12601 -0.74889 -1.44398

## Properties
LUMO energy: -0.8240 eV
HOMO energy: -9.214 eV
orbital gap: 8.39 eV

# 5
This record from the Open Molecules 2025 dataset describes C14H20ORuS3 as an isolated structure in a non-equilibrium geometry. The level of theory is ωB97M-V/def2-TZVPD.

CARTESIAN COORDINATES (ANGSTROEM)
1 C 0.96522 -1.78448 3.13728
2 H 1.66575 -3.64640 1.18821
3 H 3.28387 -2.20346 0.97467
4 H 0.06974 3.11299 1.55815
5 C 0.95310 -3.58628 0.36848
6 H 4.17059 -0.92101 0.17085
7 C 0.57195 1.96503 -1.62912
8 C -0.30138 -2.51479 2.74591
9 H -1.19345 -1.96961 3.06600
10 S 1.16323 -0.13931 2.33860
11 O -2.98775 -0.84012 -0.88008
12 S -0.57277 -2.75999 0.95521
13 H 2.40889 -3.50042 -1.20019
14 H -2.72281 2.86790 -1.68037
15 H -0.50319 2.79584 -4.17014
16 C 1.51450 -2.95125 -0.88898
17 H -0.53932 1.07989 -3.98056
18 H -2.24810 3.28306 0.70369
19 C -0.99441 1.99575 -3.59153
20 H 0.78885 -2.98402 -1.70583
21 Ru -0.12567 0.26386 0.07953
22 S 2.00785 -1.18809 -0.79998
23 H 3.04730 0.84389 1.33851
24 H 0.66134 -4.61161 0.11592
25 H 0.91388 -1.58178 4.21221
26 H 1.37537 1.71109 -2.31914
27 H 3.54930 -0.34116 2.54901
28 H 1.86902 -2.36172 2.95109
29 C -1.47403 2.88102 0.06159
30 H 1.92080 2.51465 -0.02574
31 C 3.20062 -1.18344 0.60612
32 C -0.16091 2.75437 0.55816
33 C -0.73847 2.16247 -2.15627
34 H -2.05446 2.05374 -3.82992
35 C -2.01750 -0.44942 -0.48258
36 C -1.74480 2.63865 -1.28145
37 C 2.88626 -0.17545 1.69481
38 C 0.88299 2.36070 -0.31192
39 H -0.32180 -3.50131 3.22369

## Properties
LUMO energy (alpha / beta): -13.8739 / -12.5443 eV
net charge: +3
HOMO energy (alpha / beta): -19.281 / -19.751 eV
orbital gap (alpha / beta): 5.41 / 7.21 eV
multiplicity: 2